Density functional theory data (the ωB97M-V functional and the def2-TZVPD basis) for a 6-piece molecular cluster, C23H64BFN2O20P5 overall in a non-equilibrium geometry.

Last columns: bonded neighbours and bond lengths (Å).
Geometry (Å):
1 C 0.547 -1.775 1.245  C2 1.536, H13 1.088, H14 1.088, H15 1.091
2 C 0.532 -2.582 -0.062  C1 1.536, C3 1.532, H16 1.087, H17 1.090
3 C -0.363 -1.843 -1.061  C2 1.532, C4 1.537, H18 1.095, H19 1.089
4 C -0.018 -2.122 -2.533  C3 1.537, B5 1.647, H20 1.093, H21 1.093
5 B 1.088 -1.117 -3.226  C4 1.647, F6 1.480, C7 1.665, C9 1.659
6 F 0.312 -0.093 -3.962  B5 1.480
7 C 2.017 -0.262 -2.140  B5 1.665, N8 1.482, H22 1.094, H23 1.095
8 N 1.455 1.050 -1.742  C7 1.482, H24 1.009, H25 1.011
9 C 2.050 -1.833 -4.371  B5 1.659, C10 1.502, H26 1.095, H27 1.094
10 C 2.639 -3.187 -4.093  C9 1.502, C11 1.501, N12 1.279
11 C 3.000 -3.611 -2.699  C10 1.501, H28 1.089, H29 1.086, H30 1.087
12 N 2.841 -4.060 -5.005  C10 1.279, H31 1.019
13 H 0.859 -2.352 2.114  C1 1.088
14 H 1.155 -0.882 1.109  C1 1.088
15 H -0.466 -1.406 1.407  C1 1.091
16 H 1.550 -2.666 -0.433  C2 1.087
17 H 0.153 -3.587 0.125  C2 1.090
18 H -1.365 -2.249 -0.888  C3 1.095
19 H -0.425 -0.784 -0.811  C3 1.089
20 H 0.209 -3.189 -2.604  C4 1.093
21 H -0.943 -1.982 -3.099  C4 1.093
22 H 2.305 -0.825 -1.248  C7 1.094
23 H 2.956 -0.037 -2.654  C7 1.095
24 H 1.679 1.695 -2.484  N8 1.009
25 H 0.446 1.028 -1.681  N8 1.011
26 H 1.435 -1.952 -5.270  C9 1.095
27 H 2.849 -1.144 -4.660  C9 1.094
28 H 3.815 -4.329 -2.778  C11 1.089
29 H 3.334 -2.793 -2.067  C11 1.086
30 H 2.182 -4.140 -2.217  C11 1.087
31 H 2.541 -3.683 -5.903  N12 1.019
32 C -0.361 7.086 -0.394  O33 1.431, H40 1.088, H41 1.086, H42 1.091
33 O 0.676 6.256 -0.925  C32 1.431, P34 1.593
34 P 0.435 5.669 -2.386  O33 1.593, O35 1.466, O36 1.636, O38 1.569
35 O 0.192 6.748 -3.347  P34 1.466
36 O -0.958 4.870 -2.076  P34 1.636, C37 1.428
37 C -1.121 4.089 -0.891  O36 1.428, H43 1.091, H44 1.090, H45 1.090
38 O 1.220 4.471 -3.028  P34 1.569, C39 1.433
39 C 0.696 3.865 -4.216  O38 1.433, H46 1.088, H47 1.087, H48 1.087
40 H 0.077 8.045 -0.126  C32 1.088
41 H -1.176 7.252 -1.093  C32 1.086
42 H -0.750 6.607 0.505  C32 1.091
43 H -2.055 4.384 -0.411  C37 1.091
44 H -0.306 4.237 -0.183  C37 1.090
45 H -1.172 3.034 -1.161  C37 1.090
46 H 0.802 4.529 -5.072  C39 1.088
47 H -0.346 3.582 -4.092  C39 1.087
48 H 1.275 2.963 -4.397  C39 1.087
49 C 0.845 5.691 2.827  O50 1.437, H57 1.087, H58 1.085, H59 1.091
50 O -0.517 5.309 3.075  C49 1.437, P51 1.625
51 P -0.843 4.682 4.539  O50 1.625, O52 1.497, O53 1.621, O55 1.671
52 O -0.315 5.817 5.360  P51 1.497
53 O 0.162 3.411 4.491  P51 1.621, C54 1.441
54 C 0.079 2.436 3.432  O53 1.441, H60 1.088, H61 1.090, H62 1.088
55 O -1.791 4.082 5.778  P51 1.671, C56 1.427
56 C -1.086 3.822 6.991  O55 1.427, H63 1.088, H64 1.088, H65 1.090
57 H 0.848 6.741 2.544  C49 1.087
58 H 1.487 5.544 3.689  C49 1.085
59 H 1.221 5.098 1.992  C49 1.091
60 H 1.075 2.293 3.020  C54 1.088
61 H -0.584 2.757 2.629  C54 1.090
62 H -0.280 1.494 3.841  C54 1.088
63 H -0.806 4.760 7.465  C56 1.088
64 H -0.205 3.206 6.823  C56 1.088
65 H -1.780 3.280 7.635  C56 1.090
66 C 8.317 -1.641 1.484  O67 1.432, H74 1.087, H75 1.086, H76 1.090
67 O 7.281 -1.960 0.548  C66 1.432, P68 1.594
68 P 5.898 -2.450 1.172  O67 1.594, O69 1.462, O70 1.645, O72 1.578
69 O 5.382 -1.451 2.107  P68 1.462
70 O 6.481 -3.757 1.984  P68 1.645, C71 1.423
71 C 7.415 -4.644 1.379  O70 1.423, H77 1.091, H78 1.090, H79 1.091
72 O 4.729 -3.187 0.412  P68 1.578, C73 1.436
73 C 3.704 -3.773 1.229  O72 1.436, H80 1.087, H81 1.088, H82 1.087
74 H 8.622 -0.614 1.295  C66 1.087
75 H 7.985 -1.738 2.514  C66 1.086
76 H 9.160 -2.309 1.306  C66 1.090
77 H 8.253 -4.783 2.063  C71 1.091
78 H 7.800 -4.259 0.435  C71 1.090
79 H 6.936 -5.608 1.203  C71 1.091
80 H 3.097 -2.994 1.683  C73 1.087
81 H 4.127 -4.417 1.998  C73 1.088
82 H 3.076 -4.371 0.574  C73 1.087
83 C -4.089 -8.060 -3.416  O84 1.432, H91 1.087, H92 1.086, H93 1.090
84 O -2.754 -8.004 -2.902  C83 1.432, P85 1.601
85 P -1.812 -6.872 -3.529  O84 1.601, O86 1.461, O87 1.647, O89 1.575
86 O -2.431 -5.559 -3.368  P85 1.461
87 O -1.903 -7.375 -5.095  P85 1.647, C88 1.421
88 C -1.797 -8.750 -5.436  O87 1.421, H94 1.091, H95 1.090, H96 1.091
89 O -0.242 -6.795 -3.429  P85 1.575, C90 1.455
90 C 0.431 -5.863 -4.321  O89 1.455, H97 1.086, H98 1.087, H99 1.084
91 H -4.770 -7.953 -2.575  C83 1.087
92 H -4.283 -7.276 -4.143  C83 1.086
93 H -4.239 -9.035 -3.882  C83 1.090
94 H -2.632 -9.011 -6.087  C88 1.091
95 H -1.827 -9.399 -4.560  C88 1.090
96 H -0.863 -8.917 -5.974  C88 1.091
97 H 0.226 -4.842 -4.015  C90 1.086
98 H 0.123 -6.017 -5.353  C90 1.087
99 H 1.494 -6.055 -4.238  C90 1.084
100 C -7.817 3.377 2.327  O101 1.436, H108 1.087, H109 1.086, H110 1.090
101 O -6.564 4.064 2.463  C100 1.436, P102 1.589
102 P -5.914 4.066 3.913  O101 1.589, O103 1.463, O104 1.639, O106 1.586
103 O -5.729 2.695 4.391  P102 1.463
104 O -7.142 4.803 4.709  P102 1.639, C105 1.425
105 C -7.802 5.940 4.159  O104 1.425, H111 1.090, H112 1.090, H113 1.090
106 O -4.742 5.000 4.434  P102 1.586, C107 1.440
107 C -4.518 5.005 5.856  O106 1.440, H114 1.083, H115 1.088, H116 1.086
108 H -7.692 2.623 1.555  C100 1.087
109 H -8.129 2.904 3.254  C100 1.086
110 H -8.571 4.099 2.013  C100 1.090
111 H -8.878 5.764 4.195  C105 1.090
112 H -7.516 6.125 3.124  C105 1.090
113 H -7.565 6.819 4.760  C105 1.090
114 H -4.085 4.061 6.164  C107 1.083
115 H -5.435 5.202 6.407  C107 1.088
116 H -3.804 5.795 6.064  C107 1.086

* total charge: -1
* multiplicity: 1

Density functional theory data (the ωB97M-V functional and the def2-TZVPD basis) for a 7-piece molecular cluster, C23H65ClN3O26P6S overall in a non-equilibrium geometry.

Last columns: bonded neighbours and bond lengths (Å).
Geometry (Å):
1 O -4.643 2.471 -1.657  S2 1.420
2 S -3.411 1.832 -1.959  O1 1.420, O3 1.430, C4 1.842, H13 1.379
3 O -2.863 0.994 -0.938  S2 1.430
4 C -2.100 3.060 -2.368  S2 1.842, N5 1.444, H14 1.093, H15 1.096
5 N -1.694 2.917 -3.746  C4 1.444, C6 1.331, H16 1.010
6 C -0.874 1.958 -4.170  N5 1.331, N7 1.355, N12 1.376
7 N -0.372 1.116 -3.235  C6 1.355, C8 1.487, H17 1.022
8 C 0.391 -0.042 -3.771  N7 1.487, C9 1.540, H18 1.093, H19 1.095
9 C 1.056 0.218 -5.136  C8 1.540, C10 1.526, H20 1.098, H21 1.091
10 C 0.862 1.648 -5.632  C9 1.526, Cl11 1.771, N12 1.492, H22 1.096
11 Cl 1.371 1.777 -7.323  C10 1.771
12 N -0.601 1.922 -5.518  C6 1.376, C10 1.492, H23 1.020
13 H -3.513 1.041 -3.084  S2 1.379
14 H -1.267 3.027 -1.661  C4 1.093
15 H -2.587 4.035 -2.252  C4 1.096
16 H -2.054 3.581 -4.417  N5 1.010
17 H -1.127 0.705 -2.682  N7 1.022
18 H -0.209 -0.953 -3.839  C8 1.093
19 H 1.197 -0.266 -3.064  C8 1.095
20 H 0.536 -0.429 -5.856  C9 1.098
21 H 2.105 -0.078 -5.189  C9 1.091
22 H 1.423 2.333 -4.986  C10 1.096
23 H -0.783 2.858 -5.882  N12 1.020
24 C -7.627 -2.197 -4.108  O25 1.435, H32 1.087, H33 1.091, H34 1.092
25 O -7.738 -2.922 -2.874  C24 1.435, P26 1.687
26 P -6.575 -2.570 -1.704  O25 1.687, O27 1.509, O28 1.619, O30 1.691
27 O -5.532 -3.529 -2.221  P26 1.509
28 O -7.489 -3.251 -0.554  P26 1.619, C29 1.427
29 C -8.629 -4.067 -0.818  O28 1.427, H35 1.089, H36 1.087, H37 1.087
30 O -5.596 -1.970 -0.461  P26 1.691, C31 1.435
31 C -5.233 -0.586 -0.564  O30 1.435, H38 1.093, H39 1.091, H40 1.085
32 H -8.445 -2.504 -4.755  C24 1.087
33 H -7.704 -1.123 -3.931  C24 1.091
34 H -6.678 -2.426 -4.597  C24 1.092
35 H -8.372 -4.906 -1.464  C29 1.089
36 H -9.429 -3.476 -1.256  C29 1.087
37 H -8.984 -4.457 0.132  C29 1.087
38 H -6.122 0.048 -0.525  C31 1.093
39 H -4.700 -0.418 -1.502  C31 1.091
40 H -4.581 -0.333 0.265  C31 1.085
41 C 6.161 5.864 -2.196  O42 1.443, H49 1.087, H50 1.089, H51 1.091
42 O 4.953 5.076 -2.145  C41 1.443, P43 1.672
43 P 4.875 3.792 -3.213  O42 1.672, O44 1.501, O45 1.629, O47 1.685
44 O 4.392 4.573 -4.401  P43 1.501
45 O 3.654 3.071 -2.411  P43 1.629, C46 1.421
46 C 2.876 3.731 -1.420  O45 1.421, H52 1.091, H53 1.088, H54 1.092
47 O 5.147 2.344 -4.030  P43 1.685, C48 1.442
48 C 6.515 1.892 -4.083  O47 1.442, H55 1.092, H56 1.092, H57 1.087
49 H 6.096 6.642 -1.440  C41 1.087
50 H 7.027 5.239 -1.981  C41 1.089
51 H 6.270 6.328 -3.177  C41 1.091
52 H 2.424 4.643 -1.813  C46 1.091
53 H 3.478 3.952 -0.541  C46 1.088
54 H 2.080 3.046 -1.121  C46 1.092
55 H 6.897 1.701 -3.078  C48 1.092
56 H 7.142 2.636 -4.580  C48 1.092
57 H 6.547 0.967 -4.652  C48 1.087
58 C -2.453 -3.621 -0.069  O59 1.438, H66 1.087, H67 1.090, H68 1.092
59 O -1.429 -4.036 0.852  C58 1.438, P60 1.674
60 P -0.938 -2.857 1.934  O59 1.674, O61 1.500, O62 1.614, O64 1.679
61 O 0.041 -2.126 1.064  P60 1.500
62 O -0.239 -3.911 2.935  P60 1.614, C63 1.424
63 C 0.109 -5.241 2.564  O62 1.424, H69 1.090, H70 1.088, H71 1.089
64 O -1.037 -1.761 3.203  P60 1.679, C65 1.438
65 C -2.313 -1.127 3.395  O64 1.438, H72 1.092, H73 1.094, H74 1.087
66 H -2.710 -4.462 -0.707  C58 1.087
67 H -3.344 -3.306 0.473  C58 1.090
68 H -2.089 -2.800 -0.690  C58 1.092
69 H 0.762 -5.250 1.691  C63 1.090
70 H -0.784 -5.834 2.381  C63 1.088
71 H 0.644 -5.683 3.403  C63 1.089
72 H -3.081 -1.868 3.629  C65 1.092
73 H -2.601 -0.569 2.499  C65 1.094
74 H -2.228 -0.436 4.229  C65 1.087
75 C 11.726 7.205 1.808  O76 1.437, H83 1.087, H84 1.090, H85 1.091
76 O 10.502 6.452 1.847  C75 1.437, P77 1.683
77 P 10.327 5.282 0.650  O76 1.683, O78 1.505, O79 1.618, O81 1.688
78 O 9.795 6.212 -0.408  P77 1.505
79 O 9.144 4.514 1.441  P77 1.618, C80 1.426
80 C 8.437 5.062 2.551  O79 1.426, H86 1.090, H87 1.088, H88 1.089
81 O 10.484 3.933 -0.352  P77 1.688, C82 1.439
82 C 11.823 3.448 -0.559  O81 1.439, H89 1.092, H90 1.093, H91 1.087
83 H 11.719 7.904 2.642  C75 1.087
84 H 12.587 6.545 1.911  C75 1.090
85 H 11.796 7.764 0.873  C75 1.091
86 H 7.982 6.020 2.299  C80 1.090
87 H 9.096 5.164 3.411  C80 1.088
88 H 7.646 4.360 2.813  C80 1.089
89 H 12.266 3.125 0.385  C82 1.092
90 H 12.444 4.226 -1.011  C82 1.093
91 H 11.776 2.596 -1.233  C82 1.087
92 C -9.708 -8.038 4.494  O93 1.436, H100 1.087, H101 1.091, H102 1.092
93 O -10.208 -8.861 3.429  C92 1.436, P94 1.678
94 P -10.047 -8.226 1.884  O93 1.678, O95 1.496, O96 1.615, O98 1.681
95 O -11.261 -7.352 1.858  P94 1.496
96 O -10.270 -9.653 1.163  P94 1.615, C97 1.424
97 C -10.844 -10.784 1.810  O96 1.424, H103 1.090, H104 1.088, H105 1.089
98 O -9.295 -7.675 0.486  P94 1.681, C99 1.436
99 C -8.038 -7.001 0.662  O98 1.436, H106 1.093, H107 1.093, H108 1.086
100 H -9.853 -8.571 5.431  C92 1.087
101 H -8.643 -7.844 4.362  C92 1.091
102 H -10.255 -7.094 4.532  C92 1.092
103 H -11.828 -10.549 2.217  C97 1.090
104 H -10.185 -11.155 2.592  C97 1.088
105 H -10.956 -11.566 1.061  C97 1.089
106 H -7.300 -7.671 1.108  C99 1.093
107 H -8.172 -6.122 1.298  C99 1.093
108 H -7.680 -6.684 -0.313  C99 1.086
109 C 2.108 1.910 5.918  O110 1.438, H117 1.088, H118 1.091, H119 1.091
110 O 2.516 3.113 5.245  C109 1.438, P111 1.678
111 P 4.089 3.115 4.659  O110 1.678, O112 1.494, O113 1.620, O115 1.680
112 O 4.811 3.510 5.906  P111 1.494
113 O 3.828 4.370 3.668  P111 1.620, C114 1.422
114 C 2.724 5.257 3.798  O113 1.422, H120 1.090, H121 1.089, H122 1.089
115 O 5.405 2.682 3.708  P111 1.680, C116 1.440
116 C 5.467 1.293 3.336  O115 1.440, H123 1.093, H124 1.093, H125 1.087
117 H 1.072 2.029 6.226  C109 1.088
118 H 2.179 1.052 5.249  C109 1.091
119 H 2.727 1.743 6.801  C109 1.091
120 H 2.690 5.706 4.791  C114 1.090
121 H 1.789 4.743 3.579  C114 1.089
122 H 2.855 6.050 3.063  C114 1.089
123 H 4.598 1.016 2.734  C116 1.093
124 H 5.512 0.661 4.227  C116 1.093
125 H 6.367 1.138 2.746  C116 1.087

* total charge: +1
* multiplicity: 1

| no. | orbital gap (eV) | lowest unoccupied orbital energy (eV) |
| --- | --- | --- |
| 1 | 4.64 | 0.112 |
| 2 | 6.82 | -3.935 |